Model a:
DFT (ωB97M-V/def2-TZVPD) results for 9 unconnected molecules or ions with the total composition H19O9.

Geometry as ORCA input:
```
! RIJCOSX wB97M-V def2-TZVPD def2/J DEFGRID3
* xyz 1 1
O 0.2160 -0.2042 -0.1531
H 0.2840 0.7478 -0.1761
H -0.2560 -0.6582 -0.8391
H 0.1430 -0.5702 0.7689
O 0.4890 -2.0032 -2.5161
H 1.1390 -1.4022 -2.9241
H -0.3330 -2.0522 -3.0871
O -1.1930 0.6778 2.1899
H -1.0570 1.6618 2.3249
H -1.4960 0.3758 3.0099
O 1.4630 1.7168 0.3789
H 1.8060 1.4518 1.2999
H 1.8680 2.4458 0.1589
O -0.2770 0.9128 -2.4661
H 0.1430 1.7308 -2.3651
H -1.1310 1.1438 -2.4511
O -2.3190 -0.7252 -1.1631
H -2.4920 -1.0712 -1.9641
H -2.9180 -0.0112 -1.2831
O -0.5640 2.8968 2.3469
H -1.4670 2.7358 2.7299
H -0.7640 2.9738 1.3179
O 1.5710 -3.7442 -0.8981
H 0.9950 -3.1622 -1.5631
H 1.7110 -2.9592 -0.2961
O 1.5200 -1.1912 2.2469
H 1.2050 -1.5092 3.0579
H 1.7140 -0.2082 2.3159
*
```

Orbital gap: 9.089 eV

Atomic partial charges in e from the Löwdin method, atoms 1 to 5:
1 O 0.194
2 H 0.054
3 H 0.069
4 H 0.129
5 O -0.055

***

Model b:
DFT (ωB97M-V/def2-TZVPD) results for a molecular structure, H19O9.

Geometry as ORCA input:
```
! RIJCOSX wB97M-V def2-TZVPD def2/J DEFGRID3
* xyz 1 1
O 4.2259 -0.1450 -0.5417
H 3.2735 -0.0142 -0.4712
H 4.4800 0.6037 -1.0972
O 2.5569 -0.4580 2.2523
H -1.6432 -0.8591 0.6498
O 0.2224 0.4085 1.4833
H 0.1906 0.2727 2.4366
H 0.5073 1.3004 1.2611
O -0.0862 -3.3751 -1.1443
H 0.7898 -3.7407 -0.9921
H -0.5679 -3.8850 -1.8007
O -1.0160 -1.7396 1.0782
H -0.4339 -1.3434 1.7506
H -0.4701 -2.1437 0.3776
O -2.6578 -0.1035 0.5245
H -2.6206 0.6243 1.1499
H -3.0174 0.0618 -0.3493
O 1.5731 3.5695 -0.3523
H 1.0456 3.5937 -1.1618
H 1.6793 4.5218 -0.2183
O -1.6810 -1.1545 -2.1361
H -1.8957 -1.0359 -3.0674
H -0.8166 -1.5831 -2.1160
O -3.1206 2.3772 -0.2879
H -3.9301 2.8948 -0.3533
H -2.8146 2.2407 -1.1939
H 2.9839 -0.2145 1.4262
H 3.2433 -0.6741 2.8933
*
```

Orbital gap: 11.374 eV

Atomic partial charges in e from the Löwdin method, atoms 1 to 5:
1 O -0.045
2 H 0.018
3 H 0.054
4 O -0.055
5 H 0.066

***

Of them, the most stable is model b and the least stable is model a.

***

Model a:
DFT (ωB97M-V/def2-TZVPD) results for 9 unconnected molecules or ions with the total composition H19O9.

Geometry as ORCA input:
```
! RIJCOSX wB97M-V def2-TZVPD def2/J DEFGRID3
* xyz 1 1
O 2.3990 -1.5285 2.3961
H 3.3595 -1.6050 2.6193
H -2.2766 -3.2885 -0.3516
O 2.1303 1.0282 1.9507
H 2.2867 0.1101 2.2671
O -1.1996 -1.0480 -3.1379
H 2.0052 -0.9237 0.1617
H -0.3052 -1.0005 -3.4821
O 2.3700 -0.3161 -0.5189
H 2.1701 -2.4654 2.4304
H 2.6921 1.6704 2.4189
O -1.5159 -0.0967 0.9487
H -1.5887 1.1570 -2.5781
H -1.6348 -0.2712 1.8922
O -2.1001 1.8802 -2.1812
H -2.5352 1.5499 -1.3965
H -1.8517 -0.8791 0.4254
O -1.3735 2.8233 0.5416
H -1.5064 -1.5731 -3.9065
H -1.7099 2.7886 -0.3525
O 0.4092 1.4040 0.1114
H 3.2790 -0.2024 -0.2007
H -1.9724 2.2438 1.0094
O -1.7887 -2.4953 -0.5487
H 1.2230 0.7620 -0.2767
H -0.4345 0.7563 0.4231
H 0.9947 1.8193 0.8042
H -1.5256 -2.2996 -1.4689
*
```

Orbital gap: 10.510 eV

Atomic partial charges in e from the Löwdin method, atoms 1 to 5:
1 O -0.045
2 H 0.107
3 H 0.058
4 O -0.065
5 H 0.004

***

Model b:
DFT (ωB97M-V/def2-TZVPD) results for 9 unconnected molecules or ions with the total composition H19O9.

Geometry as ORCA input:
```
! RIJCOSX wB97M-V def2-TZVPD def2/J DEFGRID3
* xyz 1 1
O -1.1498 0.4077 -0.2036
H -1.0790 1.0466 -0.9312
H 2.5208 -0.0169 1.2549
O 0.3786 2.8581 -0.6991
H 0.3876 3.7862 -0.9642
O 0.1255 -1.4740 -0.8854
H 0.3744 1.5445 -4.0399
H 0.9468 -1.4756 -0.3188
O 0.3260 1.5413 -3.0806
H -0.5935 -0.8051 -0.2063
H 0.6663 2.8903 0.2230
O 0.0385 -2.2501 2.5025
H 3.6768 -2.3164 -0.6479
H -0.2470 -3.0228 1.9752
O 2.9654 -1.9211 -1.1564
H 2.9511 -2.2992 -2.0399
H 0.9582 -2.5686 2.4441
O -1.6433 -0.2476 2.3270
H -2.1267 0.5467 0.1505
H -0.9079 0.1687 1.8641
O -3.4027 1.2741 0.3270
H 0.3799 2.4435 -2.7485
H -1.5656 -1.0791 1.8432
O 1.8072 -0.6647 1.2196
H -4.1558 0.8181 0.7215
H -2.9826 1.7980 1.0242
H 0.3191 -0.7628 -1.5299
H 1.0319 -0.2196 1.5746
*
```

Orbital gap: 11.485 eV

Atomic partial charges in e from the Löwdin method, atoms 1 to 5:
1 O -0.064
2 H 0.081
3 H 0.082
4 O -0.049
5 H 0.067

***

Of them, the most stable is model a and the least stable is model b.

***

Model a:
DFT (ωB97M-V/def2-TZVPD) results for a molecular structure, C2H3NO3P.

Geometry as ORCA input:
```
! RIJCOSX wB97M-V def2-TZVPD def2/J DEFGRID3
* xyz -1 1
C 0.1172 0.4710 0.4714
C -0.7002 -1.8365 1.1871
N 0.1259 -0.0663 -0.7168
O -1.7599 -1.8641 0.6946
O -0.3607 -0.0752 1.4894
O 0.2594 -2.4264 1.5046
P 0.8253 0.8122 -1.9934
H 0.3472 1.5555 0.5768
H -0.2702 1.6564 -2.0726
H 1.4160 1.7735 -1.1411
*
```

Orbital gap: 8.838 eV

Atomic partial charges in e from the Löwdin method, atoms 1 to 5:
1 C -0.533
2 C -0.673
3 N -0.339
4 O 0.091
5 O -0.052

***

Model b:
DFT (ωB97M-V/def2-TZVPD) results for a gas-phase ion, C2H3NO3P (charge -1).

Geometry as ORCA input:
```
! RIJCOSX wB97M-V def2-TZVPD def2/J DEFGRID3
* xyz -1 1
C 0.3770 -0.5744 -0.4132
C 1.6778 -0.3763 -0.4581
N -0.9982 1.4759 0.8758
O -0.6724 -0.2276 -1.2414
O -0.2622 -1.0286 0.6837
O -2.9609 -0.3436 0.2275
P -1.5553 0.1165 0.1981
H 2.2379 0.1497 -1.0490
H 2.1009 -0.7453 0.4564
H 0.0553 1.5536 0.7203
*
```

Orbital gap: 8.497 eV

Atomic partial charges in e from the Löwdin method, atoms 1 to 5:
1 C -0.633
2 C 0.040
3 N -0.236
4 O -0.133
5 O -0.146

***

Of them, the most stable is model b and the least stable is model a.

***

Model a:
DFT (ωB97M-V/def2-TZVPD) results for C2H4OS2 in the gas phase.

Geometry as ORCA input:
```
! RIJCOSX wB97M-V def2-TZVPD def2/J DEFGRID3
* xyz 0 1
C -0.5343 -0.8110 0.3012
C 0.6483 0.1530 0.0651
H -2.3959 0.3298 0.9748
H -0.5046 -0.9927 1.3632
H -0.3178 -1.7853 -0.0918
H -0.4745 1.7276 -0.1006
O 0.3478 1.3909 0.1350
S -2.1205 -0.1067 -0.2183
S 2.1346 -0.2970 -0.1207
*
```

SMILES: OC(=S)CS
Orbital gap: 9.130 eV

Atomic partial charges in e from the Löwdin method, atoms 1 to 5:
1 C -0.527
2 C -1.051
3 H -0.150
4 H 0.080
5 H 0.060

***

Model b:
DFT (ωB97M-V/def2-TZVPD) results for C2H4OS2 in the gas phase.

Geometry as ORCA input:
```
! RIJCOSX wB97M-V def2-TZVPD def2/J DEFGRID3
* xyz 0 1
C -0.2059 0.3019 -0.0385
C -1.5898 -0.2628 0.0410
O 3.8173 0.0540 -0.3237
S 1.0558 -0.8156 -0.4213
S 2.4952 0.4705 0.1586
H 0.2106 1.2456 0.4849
H -1.4857 -1.0127 0.8234
H -1.9313 -0.5930 -1.0105
H -2.3663 0.6120 0.2861
*
```

Orbital gap (alpha / beta): 6.756 / 8.277 eV

Atomic partial charges in e from the Löwdin method, atoms 1 to 5:
1 C -0.633
2 C -0.215
3 O -0.636
4 S 0.609
5 S 0.561

***

Model c:
DFT (ωB97M-V/def2-TZVPD) results for 2 unconnected molecules or ions with the total composition C2H4OS2.

Geometry as ORCA input:
```
! RIJCOSX wB97M-V def2-TZVPD def2/J DEFGRID3
* xyz 0 1
C 1.2664 0.6560 0.0761
C 1.1790 -0.6307 -0.1582
O -1.9640 1.4149 0.3686
S -2.3958 -1.4451 0.2158
S -2.7468 0.3484 -0.3772
H 0.8059 1.3253 -0.6543
H 1.6356 0.9072 1.0522
H 1.6518 -1.4585 0.3937
H 0.5680 -1.1175 -0.9167
*
```

Orbital gap: 7.696 eV

Atomic partial charges in e from the Löwdin method, atoms 1 to 5:
1 C -0.082
2 C -0.125
3 O -0.606
4 S 0.211
5 S 0.414

***

Of them, the most stable is model a and the least stable is model b.